Molecular formula: C11H27ClIO2P2Pm
Method: DFT, ωB97M-V/def2-TZVPD

Summary:
Largest force on an atom in hartree/bohr: 0.19625
Kohn-Sham gap (alpha / beta) in eV: 6.314 / 6.377
Total charge: +2
E in eV: -71677.833
2S+1: 5

Each line ends with the Mulliken spin population.
Atoms and positions in Å:
C: 0.00529 0.84396 -7.45989  0.00
C: 0.00939 1.41296 -6.06859  0.00
H: 0.00819 1.66046 -8.18659  0.00
H: -0.87921 0.21306 -7.58439  0.00
H: 0.88459 0.20606 -7.58599  0.00
O: 0.01819 2.55236 -5.74029  0.00
I: -0.00301 -0.21294 -4.52649  0.00
Pm: -0.00141 0.00216 0.36881  4.07
P: 2.31079 -0.12924 0.27651  -0.02
C: 3.27309 1.07406 1.26801  0.01
C: 2.97689 -1.75004 0.81001  0.01
H: 4.06249 -1.79674 0.67081  0.00
H: 4.07789 -0.08764 -1.42049  0.00
H: 2.48839 -2.52804 0.21771  0.00
H: 2.50449 -0.66244 -2.06189  0.00
H: 3.00769 0.96846 2.32351  0.00
H: 2.73449 -1.90944 1.86401  0.00
C: 2.99349 0.06766 -1.41189  -0.01
H: 4.34929 0.91326 1.14551  0.00
H: 2.76319 1.07146 -1.77849  0.00
H: 3.01899 2.08956 0.95191  0.00
P: -2.31541 -0.09494 0.27921  -0.05
C: -3.25891 1.12416 1.26941  0.00
C: -2.99691 0.10866 -1.40889  0.01
H: -2.52981 -2.49084 0.22381  0.00
H: -4.09131 -1.73514 0.67961  0.00
H: -2.76251 -1.86664 1.87001  0.00
C: -3.00491 -1.70484 0.81631  0.00
H: -2.51741 -0.62814 -2.05829  0.00
H: -4.08311 -0.03294 -1.41669  0.00
H: -4.33741 0.98076 1.14631  0.00
H: -2.98811 2.13516 0.95311  0.00
H: -2.75421 1.10926 -1.77679  0.00
H: -2.99591 1.01476 2.32511  0.00
Cl: -0.01631 -1.84274 -1.14379  -0.02
C: -1.09301 0.69826 4.39511  0.00
C: -0.00141 0.00216 3.63971  0.00
C: 1.10299 -0.70994 4.36451  0.00
O: -0.00141 0.00216 2.36881  0.01
H: -0.93291 0.63326 5.49141  0.00
H: -2.06391 0.21576 4.16911  0.00
H: -1.12301 1.76936 4.10561  0.00
H: 1.10079 -1.78184 4.07711  0.00
H: 2.08059 -0.26464 4.09311  0.00
H: 0.98049 -0.64004 5.46541  0.00